Arrangement A

The following is a quantum chemistry calculation of 2 unconnected molecules or ions with the total composition C9H18BrOP, from the OMol25 dataset.

As for the SMILES: CP(O)/C=C/CCBr.C=C(C)C. The value obtained for the highest occupied orbital energy is -8.099 eV. The calculation puts the gap between HOMO and LUMO at 8.85 eV. The multiplicity is 1.

Last column: Löwdin charge in e.
CARTESIAN COORDINATES (ANGSTROEM)
C -0.25888 1.06199 1.64519  -0.29
P 0.50576 1.71475 -0.00465  0.82
O 0.19284 0.36285 -0.92170  -0.35
C 2.26811 1.60633 0.40023  -0.30
C 3.17229 1.29478 -0.52161  -0.24
C 4.65706 1.54272 -0.47279  -0.31
C 5.58537 0.32714 -0.56681  -0.61
Br 5.19684 -0.86352 0.91110  0.62
H -1.29251 0.68387 1.33914  0.00
H 0.39389 0.21478 2.04237  0.04
H -0.21552 1.86804 2.47834  0.05
H -0.61880 0.11319 -1.36565  0.03
H 2.64116 2.09648 1.34935  0.10
H 2.90123 0.98906 -1.44485  0.06
H 4.93838 2.06431 -1.36212  0.10
H 4.75054 2.04653 0.49877  0.11
H 5.41652 -0.23692 -1.57431  0.11
H 6.57869 0.67183 -0.46868  0.03
C -3.42251 -0.03093 0.11098  -0.01
C -3.79375 -1.29916 -0.09289  -0.43
C -3.75802 -1.91583 -1.44386  -0.09
C -4.37068 -2.15596 0.98961  -0.06
H -3.05395 0.63999 -0.73420  0.08
H -3.44524 0.57887 0.99741  0.05
H -2.79853 -1.80558 -2.00719  0.08
H -3.87919 -3.01676 -1.40648  0.08
H -4.52601 -1.41062 -2.02519  0.08
H -4.68045 -1.57303 1.82967  0.07
H -3.78535 -2.94086 1.28541  0.05
H -5.29927 -2.62835 0.53540  0.11

***

Arrangement B

The following is a quantum chemistry calculation of a molecular structure, C9H18BrOP, from the OMol25 dataset.

The value obtained for the highest occupied orbital energy is -8.146 eV. The calculation puts the gap between HOMO and LUMO at 7.97 eV. The multiplicity is 1.

Last column: Löwdin charge in e.
CARTESIAN COORDINATES (ANGSTROEM)
C 0.17490 0.34070 0.02729  -0.53
C 0.55475 -0.86123 1.04230  -0.51
C -0.07282 -0.13292 -1.39006  -0.34
C -1.13145 1.02845 0.41694  -0.02
C 1.44981 1.24838 -0.02546  -0.08
C -0.51862 -1.77900 1.58801  -0.12
C 1.49319 -0.53790 2.20842  -0.09
C 0.26320 0.88828 -2.51326  -0.06
C -1.07747 -1.14826 -1.87296  -0.12
O 3.00292 -1.45146 -0.20851  -0.45
P 1.55262 -1.67925 -0.44021  0.48
Br 1.15659 -3.83192 -0.72000  0.35
H -1.94713 0.47480 0.01236  0.06
H -1.20385 2.06954 0.03044  0.10
H -1.39972 0.98568 1.52804  0.11
H 1.15402 2.20150 -0.41403  0.06
H 2.35722 1.07656 -0.65747  0.10
H 1.87538 1.51395 0.96084  0.09
H -0.13045 -2.62836 2.07160  0.06
H -1.29115 -2.07123 0.95374  0.04
H -0.99218 -1.10216 2.39726  0.12
H 2.60430 -0.53989 2.08498  0.10
H 1.27126 -1.35234 2.98672  0.10
H 1.16456 0.28600 2.71863  0.04
H 0.22777 0.36639 -3.47980  0.07
H 1.32505 1.41438 -2.41395  0.11
H -0.37896 1.76333 -2.56823  0.08
H -1.17097 -1.88978 -0.96926  0.07
H -0.82221 -1.59803 -2.89874  0.11
H -2.01872 -0.66697 -2.07235  0.07

***

Relative to the most stable one, in kJ/mol, the structures come out at arrangement A 37.4; arrangement B 0.0.